Computed, not measured: a 2-piece molecular cluster, C3H8O3S overall in a non-equilibrium geometry, with ωB97M-V/def2-TZVPD.

Structure (ORCA input):
```
! RIJCOSX wB97M-V def2-TZVPD def2/J DEFGRID3
* xyz 0 1
S -0.0842 2.8328 -0.2589
O 0.9927 -0.1010 -0.0238
O -2.0273 -3.3598 -1.1977
O -1.0174 -0.7739 -0.8635
C 0.7179 2.0177 1.1547
C 0.2282 -0.8449 -0.8018
C 0.5091 0.5097 1.1530
H -0.4592 0.0891 1.4860
H 0.2718 2.4818 2.0552
H 1.7788 2.3298 1.1057
H 0.2321 1.8447 -1.1226
H 1.2913 0.1428 1.8451
H 0.8979 -1.2417 -1.5904
H -1.6644 -3.4059 -2.1112
H -1.6673 -2.5212 -0.8298
*
```

## Properties
Frontier orbital gap ... 9.853 eV
LUMO level ... 0.507 eV
Structure (SMILES) ... O=COCCS.O
Relative energy (zero: lowest compared OMol25 entry of this formula, charge and spin) ... 1.307 eV